Molecular formula: CAgF3MgNO3S3
Method: DFT, wB97M-V/def2-TZVPD

```
13
Properties=species:S:1:pos:R:3:forces:R:3
Mg -0.8209 0.0001 2.4454 0.4 0.2 -2.1
N -1.0406 0.3842 -0.7343 0.5 -1.4 -0.1
S -2.2308 -0.7466 -0.1812 0.5 0.0 -0.3
O -2.4963 -0.0003 1.2892 0.0 -2.0 1.9
S 0.4915 0.0413 -0.2495 -0.4 0.4 -0.4
O 0.4579 -0.7618 1.0703 -0.4 0.3 0.6
O 1.9023 2.1656 0.4151 -2.0 2.0 3.3
C 1.0855 -1.2844 -1.4270 -0.3 0.1 0.4
F 0.3224 -2.3609 -1.4186 -0.2 -0.4 -0.1
F 1.1057 -0.7666 -2.6461 0.0 0.1 -0.2
F 2.3192 -1.6209 -1.0757 0.3 -0.1 0.1
Ag -1.9914 1.8809 0.6024 0.7 3.6 -0.2
S 0.8955 3.0696 1.9101 0.9 -3.0 -3.0
```
Positions in Å, forces in eV/Å.

The total energy is -2159.60819 hartree. Its LUMO energy (spin up / spin down) is -0.0934 / -0.0948 Ha. The spin multiplicity is 2. The largest force on an atom is 4.4 eV/Å. The energy above the lowest of the compared OMol25 structures with the same formula, charge and spin comes out at 89.9 kcal per mole.